Entry 1:
3 unconnected molecules or ions with the total composition C4H8O2. Source: OMol25; level of theory: ωB97M-V with the def2-TZVPD basis set.

Each line ends with the Löwdin charge.
Positions of all 14 atoms, in Å:
C 0.677965 1.776703 0.427463  -0.092
C 1.194627 0.979545 1.355617  -0.094
O 0.462783 -1.864283 0.257373  -0.024
C -0.667952 -1.763958 0.664600  -0.147
C -0.734390 -0.299461 -1.994959  -0.168
O -1.240293 0.761121 -1.727636  -0.018
H -0.165225 2.432087 0.630388  0.054
H 1.066841 1.802379 -0.587168  0.049
H 2.024514 0.312224 1.140236  0.049
H 0.799927 0.951172 2.369409  0.050
H -1.154068 -0.781058 0.812314  0.081
H -1.277604 -2.658073 0.892922  0.085
H -1.345352 -1.212923 -2.150121  0.086
H 0.358226 -0.435475 -2.090439  0.087

Atomic forces in eV per Å
C 0.10 -0.08 0.15
C -0.04 0.15 -0.10
O -0.50 -0.04 0.14
C 0.29 -0.08 -0.11
C -0.17 0.32 0.02
O 0.19 -0.51 -0.19
H 0.12 -0.10 0.00
H -0.04 -0.01 0.17
H -0.12 0.12 0.01
H 0.04 0.04 -0.15
H 0.12 -0.06 0.01
H 0.05 0.04 0.03
H 0.04 0.12 0.00
H -0.09 0.10 0.01

Output
Energy above the lowest of the compared OMol25 structures with the same formula, charge and spin in kJ/mol: 326.7
E_LUMO in eV: 0.5799
Calculated total energy in Eh: -307.58801
SMILES string: C=C.C=O.C=O


Entry 2:
2 unconnected molecules or ions with the total composition C4H8O2. Source: OMol25; level of theory: ωB97M-V with the def2-TZVPD basis set.

Each line ends with the Löwdin charge.
Positions of all 14 atoms, in Å:
C -1.818234 0.017389 1.105671  -0.121
C -0.091312 -1.244820 -0.134188  -0.242
O 0.747747 -1.590683 -1.135803  -0.004
C -0.815597 -0.130802 -0.004446  -0.177
C 2.084718 1.258262 -0.518302  -0.118
O 1.870810 0.938112 -1.663670  -0.022
H -2.776897 0.368685 0.708369  0.069
H -1.998995 -0.954959 1.576046  0.070
H -1.515466 0.718485 1.893525  0.067
H -0.123729 -2.023713 0.625167  0.123
H 0.820480 -0.853626 -1.762227  0.076
H -0.754249 0.655472 -0.757449  0.100
H 2.272567 0.520596 0.282501  0.091
H 2.098157 2.321603 -0.215195  0.088

Atomic forces in eV per Å
C -0.09 -0.01 0.11
C -0.24 0.06 0.21
O 0.02 0.15 -0.11
C 0.07 -0.21 -0.09
C -0.06 -0.06 -0.37
O 0.11 0.27 0.49
H 0.11 -0.04 0.08
H 0.02 0.17 0.01
H 0.00 -0.04 -0.18
H -0.11 0.04 -0.13
H 0.19 -0.06 0.11
H -0.02 -0.16 0.09
H -0.04 -0.02 -0.18
H 0.02 -0.07 -0.05

Output
Energy above the lowest of the compared OMol25 structures with the same formula, charge and spin in kJ/mol: 211.3
E_LUMO in eV: 0.5655
Calculated total energy in Eh: -307.63194
SMILES string: C/C=C/O.C=O


Entry 3:
2 unconnected molecules or ions with the total composition C4H8O2. Source: OMol25; level of theory: ωB97M-V with the def2-TZVPD basis set.

Each line ends with the Löwdin charge.
Positions of all 14 atoms, in Å:
C -2.054458 -0.086813 -0.419029  -0.055
O -1.430085 -0.130623 0.719620  -0.160
C -0.594361 -1.039538 1.122588  -0.053
C 1.110627 -0.123778 -0.719165  -0.369
O 1.868811 -1.036974 -0.954084  0.025
C 1.528404 1.151851 -0.034883  -0.050
H -2.683514 0.775030 -0.570804  0.073
H 0.060915 -0.124010 -1.102958  0.080
H -2.050754 -0.967910 -1.050825  0.085
H -0.190870 -0.888629 2.111679  0.087
H -0.490924 -1.954270 0.548738  0.095
H 2.336292 0.947617 0.670843  0.084
H 0.688444 1.631827 0.475076  0.071
H 1.901476 1.846219 -0.796791  0.085

Atomic forces in eV per Å
C -0.35 -0.10 -0.51
O -0.14 0.50 0.43
C 0.26 -0.53 0.15
C 0.27 -0.04 -0.17
O -0.24 0.27 0.06
C 0.07 0.02 0.10
H 0.04 -0.10 0.05
H 0.25 -0.08 -0.01
H -0.04 0.10 0.03
H -0.07 -0.01 -0.11
H 0.00 0.11 0.11
H -0.06 0.03 -0.10
H 0.08 -0.09 -0.08
H -0.04 -0.07 0.05

Output
Energy above the lowest of the compared OMol25 structures with the same formula, charge and spin in kJ/mol: 466.8
E_LUMO (alpha / beta) in eV: 0.3635 / 0.4258
Calculated total energy in Eh: -307.53464


Entry 4:
C4H8O2 in the gas phase. Source: OMol25; level of theory: ωB97M-V with the def2-TZVPD basis set.

Each line ends with the Löwdin charge.
Positions of all 14 atoms, in Å:
C -0.068150 -2.061042 0.032171  -0.055
O -0.828713 -0.875098 -0.252736  -0.177
C -0.688757 0.447347 0.694102  -0.095
C -0.270045 1.370426 -0.343585  -0.180
C 1.122337 1.761226 -0.404524  -0.364
O 1.605391 2.634047 -1.102022  -0.013
H 0.517024 -2.319305 -0.852224  0.095
H -0.759171 -2.872533 0.267903  0.090
H 0.603718 -1.886795 0.878651  0.088
H 0.064089 0.152651 1.431775  0.107
H -1.683696 0.542403 1.123332  0.114
H -1.000705 2.055288 -0.766410  0.106
H -0.404018 -0.088633 -0.957252  0.170
H 1.790696 1.140016 0.250818  0.115

Atomic forces in eV per Å
C 0.10 -0.18 0.03
O 0.02 0.10 -0.20
C 0.05 0.08 0.06
C 0.04 0.33 0.15
C -0.04 0.01 -0.12
O -0.11 -0.23 0.21
H -0.09 0.01 0.12
H 0.11 0.11 -0.01
H -0.08 -0.02 -0.14
H -0.11 0.06 -0.14
H 0.14 0.00 -0.08
H 0.09 -0.10 0.04
H -0.09 -0.29 0.16
H -0.05 0.11 -0.07

Output
Energy above the lowest of the compared OMol25 structures with the same formula, charge and spin in kJ/mol: 400.2
E_LUMO in eV: 0.6158
Calculated total energy in Eh: -307.55999


Entry 5:
A molecular structure, C4H8O2. Source: OMol25; level of theory: ωB97M-V with the def2-TZVPD basis set.

Each line ends with the Löwdin charge.
Positions of all 14 atoms, in Å:
C -1.356317 0.646615 0.866754  -0.046
C 0.085145 0.202556 0.752084  -0.178
C 0.437255 -0.835881 -0.249411  -0.501
O -0.357410 -1.446135 -1.120879  -0.119
C 1.019614 0.504599 -0.495188  -0.240
O 0.564244 1.102793 -1.656349  0.010
H -1.411815 1.715522 1.109111  0.083
H -1.884058 0.474614 -0.077043  0.082
H -1.877073 0.084015 1.653051  0.082
H 0.688010 0.253303 1.661191  0.141
H 1.346174 -1.810878 0.279083  0.216
H 0.705342 -2.107720 -0.406962  0.215
H 2.034023 0.796161 -0.225268  0.151
H 0.006867 0.420436 -2.090175  0.104

Atomic forces in eV per Å
C 0.01 -0.02 -0.06
C 0.12 0.12 -0.12
C 0.27 -0.15 0.26
O 0.24 -0.01 0.21
C 0.04 0.00 0.29
O -0.25 -0.42 0.07
H 0.02 -0.25 -0.06
H 0.10 0.04 0.19
H 0.15 0.12 -0.19
H -0.14 -0.06 -0.25
H -0.44 0.44 -0.38
H -0.06 0.08 0.02
H -0.27 -0.17 -0.05
H 0.19 0.28 0.07

Output
Energy above the lowest of the compared OMol25 structures with the same formula, charge and spin in kJ/mol: 582.1
E_LUMO in eV: 0.3483
Calculated total energy in Eh: -307.49074


Entry 6:
C4H8O2 in the gas phase. Source: OMol25; level of theory: ωB97M-V with the def2-TZVPD basis set.

Each line ends with the Löwdin charge.
Positions of all 14 atoms, in Å:
C -1.817155 0.068660 0.627078  -0.004
C -0.444086 -0.015495 0.006296  -0.529
C 0.101311 -1.200306 -0.552193  0.181
O 1.977855 -0.230340 0.204620  -0.191
C 1.691427 0.921930 -0.335203  -0.329
O 0.116955 1.130436 -0.395513  -0.061
H -2.117073 -0.881109 1.080989  0.087
H -1.824314 0.854253 1.385064  0.089
H -2.550635 0.330468 -0.141252  0.090
H 0.361997 -0.464606 0.802536  0.215
H -0.185075 -2.156728 -0.120351  0.112
H 0.751337 -1.223789 -1.416548  0.102
H 1.976699 1.806072 0.253536  0.121
H 1.960762 1.060549 -1.399053  0.115

Atomic forces in eV per Å
C -0.03 0.02 0.07
C -0.30 -0.15 -0.32
C -0.16 0.04 0.07
O 0.00 0.11 0.05
C 0.24 0.18 -0.13
O -0.11 -0.04 0.07
H 0.08 0.13 -0.08
H 0.00 -0.11 -0.08
H 0.13 -0.04 0.08
H 0.21 -0.18 0.04
H -0.01 0.17 -0.03
H 0.00 0.06 0.17
H -0.03 -0.13 -0.07
H -0.02 -0.06 0.15

Output
Energy above the lowest of the compared OMol25 structures with the same formula, charge and spin in kJ/mol: 469.5
E_LUMO in eV: -0.1830
Calculated total energy in Eh: -307.53361